(1)
{
  "formula": "C3H7NOS",
  "method": "ωB97M-V with the def2-TZVPD basis set",
  "symbols": ["O", "C", "N", "C", "C", "S", "H", "H", "H", "H", "H", "H", "H"],
  "positions_angstrom": [[0.210145, 1.641434, -2.311098], [0.433603, 0.477558, -2.118962], [0.418579, -0.175414, -0.896477], [1.031845, 0.339000, 0.309968], [0.057119, 0.388849, 1.478392], [-1.030559, -1.160145, 1.522073], [0.667010, -0.292216, -2.884024], [0.248739, -1.166690, -0.966703], [1.376740, 1.358090, 0.138712], [1.850164, -0.319412, 0.600556], [-0.685374, 1.167014, 1.343457], [0.581318, 0.406342, 2.430262], [-0.804087, -1.605088, 2.755058]],
  "forces_ev_per_angstrom": [[0.6, 0.2, 0.0], [-0.3, -1.1, 0.6], [0.2, 0.6, -0.6], [-0.8, -0.2, 0.6], [-0.9, -1.3, 0.1], [0.4, 0.5, -0.4], [-0.4, 0.5, -0.5], [0.5, 0.0, 0.2], [0.2, -0.1, -0.2], [0.3, 0.1, -0.1], [0.3, 0.4, 0.2], [-0.1, 0.4, 0.0], [0.3, 0.1, 0.2]],
  "mulliken_charge": [-0.515, -0.009, -0.134, -0.413, -0.667, -0.254, 0.290, 0.271, 0.323, 0.261, 0.306, 0.420, 0.120],
  "energy_ha": -646.67697,
  "e_lumo_ev": 0.734,
  "smiles": "O=CNCCS"
}

***

(2)
{
  "formula": "C15H33BClN2O5",
  "method": "ωB97M-V with the def2-TZVPD basis set",
  "symbols": ["C", "C", "C", "Cl", "C", "C", "C", "O", "O", "C", "O", "B", "C", "C", "C", "C", "N", "O", "H", "H", "H", "H", "H", "H", "H", "H", "H", "H", "H", "H", "H", "H", "H", "H", "H", "H", "H", "H", "H", "H", "C", "C", "C", "O", "C", "N", "H", "H", "H", "H", "H", "H", "H", "H", "H", "H", "H"],
  "positions_angstrom": [[-0.091178, 0.834298, -6.449824], [-1.064457, 1.690895, -5.393893], [-0.078975, 2.798747, -4.678246], [-0.896678, 4.488798, -4.512793], [0.383746, 2.358223, -3.132585], [1.683532, 3.369049, -2.912353], [1.512168, 4.407921, -1.654525], [2.515002, 4.496306, -0.741193], [0.317917, 5.243823, -1.383192], [0.746224, 0.738455, -2.927007], [-0.273778, 0.242696, -1.944067], [-0.528311, 1.462120, -1.152587], [-1.456965, 1.399459, 0.202228], [-0.429396, 1.752391, 1.473841], [0.423225, 0.453302, 1.998920], [1.915871, 0.288659, 1.341494], [2.882457, 1.424225, 1.692400], [-0.762726, 2.500773, -2.174828], [0.987933, 0.687992, -5.978556], [-0.508576, -0.235608, -6.688575], [0.094678, 1.475194, -7.439453], [-1.641748, 1.003510, -4.643047], [-1.890073, 2.230076, -6.062863], [0.840587, 2.942415, -5.401024], [2.596948, 2.647266, -2.655210], [1.950814, 4.006995, -3.856209], [-0.053628, 4.887866, -0.500844], [1.730234, 0.625980, -2.271097], [0.947886, 0.093056, -3.881854], [0.554708, 1.766040, -0.748696], [-2.007423, 0.379025, 0.382695], [-2.207814, 2.324219, 0.132612], [-1.147094, 2.134309, 2.345148], [0.261979, 2.687531, 1.206032], [0.587166, 0.606618, 3.168146], [-0.165657, -0.564660, 1.837884], [2.391249, -0.697351, 1.816768], [1.875833, 0.072230, 0.173836], [3.595088, 1.566814, 0.941523], [2.358392, 2.311105, 1.888051], [-1.802070, -5.235076, 5.147585], [-0.936339, -3.978041, 5.126511], [-1.153685, -3.099459, 3.872861], [-0.528768, -3.601701, 2.687423], [-1.268311, -4.609939, 2.017515], [0.473905, -4.366323, 5.275418], [-1.435595, -6.011317, 4.470062], [-1.814706, -5.672261, 6.152476], [-2.836908, -5.003780, 4.874071], [-1.220136, -3.377613, 5.999478], [-0.686854, -2.124684, 4.060609], [-2.218153, -2.902936, 3.696962], [-2.347961, -4.453053, 2.094301], [-0.994869, -5.592189, 2.405824], [-0.991010, -4.585949, 0.959023], [1.037865, -3.520123, 5.361277], [0.774434, -4.766314, 4.381547]],
  "forces_ev_per_angstrom": [[0.5, 0.3, 0.3], [0.1, 0.3, -1.2], [-0.6, -1.6, 0.2], [0.7, -1.4, -0.4], [-1.3, 0.4, -0.3], [0.1, -0.2, 1.3], [4.0, 0.4, 5.3], [-6.1, -0.5, -5.7], [2.0, -3.0, 0.3], [0.7, -0.2, 2.2], [1.1, 0.0, -2.8], [0.9, -0.3, 0.3], [0.0, 1.1, 0.7], [-1.5, 0.1, 0.3], [0.6, 0.5, 0.3], [0.3, -1.3, -0.1], [-1.1, -0.2, -0.4], [1.8, 0.9, -2.9], [-2.3, 0.2, -0.9], [0.7, 2.2, 0.3], [-0.6, -1.5, 2.1], [1.5, 1.4, -1.2], [1.8, -1.0, 1.5], [-1.8, -0.1, 1.7], [-1.9, 2.0, -0.3], [-0.7, -1.2, 1.8], [1.1, 0.7, -1.9], [-1.5, 0.7, -1.6], [-1.1, 1.2, 1.7], [1.2, 0.3, 0.7], [0.8, 2.0, -0.2], [1.1, -2.1, 0.3], [1.6, -0.9, -1.4], [-1.4, -2.2, 0.4], [-0.3, -0.5, -2.3], [1.2, 2.2, 0.2], [-1.1, 1.9, -0.9], [-0.3, 0.7, 2.4], [-1.3, 0.1, 0.9], [0.8, -1.2, -0.8], [-0.2, -0.2, 0.2], [0.1, -0.2, -0.4], [0.4, 0.1, 0.0], [-0.6, 0.1, 0.4], [0.4, 0.1, -0.2], [0.1, 0.2, -0.2], [0.0, 0.2, 0.0], [0.1, 0.1, -0.1], [0.1, 0.0, 0.0], [0.1, 0.1, -0.1], [0.0, -0.2, -0.1], [0.0, -0.2, 0.0], [0.0, 0.0, 0.1], [-0.2, -0.2, 0.0], [0.0, 0.1, 0.2], [-0.1, -0.2, 0.1], [-0.1, 0.1, 0.3]],
  "mulliken_charge": [-0.996, -0.285, -0.591, -0.218, 0.829, -0.624, 0.356, -0.616, -0.460, -0.457, -0.735, 0.900, -0.664, -0.261, -0.195, -0.123, -0.676, -0.406, 0.260, 0.276, 0.285, 0.243, 0.310, 0.432, 0.222, 0.344, 0.382, 0.145, 0.115, -0.335, 0.161, 0.091, 0.303, -0.043, 0.286, -0.027, 0.267, -0.046, 0.261, 0.274, -1.414, 0.333, -0.614, -0.332, -0.728, -0.766, 0.274, 0.357, 0.335, 0.409, 0.291, 0.430, 0.335, 0.227, 0.254, 0.289, 0.333],
  "energy_ha": -1561.94737,
  "e_lumo_ev": 2.666,
  "total_charge": -1
}